No. 1
Computed, not measured: a molecular structure, C26H33GdO4 at a distorted geometry, with ωB97M-V/def2-TZVPD.

<S²> ... 15.802
Multiplicity ... 8
LUMO (alpha / beta) ... 0.425 / -1.521 eV
Maximum force ... 4.9 eV/Å
Energy relative to the best compared isomer or geometry (same formula, charge and spin) ... 0.0 kcal/mol

Element x y z (Å)
O 0.88962 -0.71988 -2.82876
C 1.15193 0.39951 -3.79490
C 0.91319 -0.37341 -5.07464
H 2.17862 0.77505 -3.78602
H 0.45807 1.21933 -3.60115
C 0.84518 -1.54487 -4.09915
H 1.70430 -0.38599 -5.84725
H -0.10722 -0.21006 -5.46886
C 1.91607 -2.60851 -4.19569
H 2.93776 -2.24434 -4.25844
H 1.69108 -3.22482 -5.07767
H 1.87990 -3.24289 -3.30243
C -0.49563 -2.19357 -4.36011
H -1.26558 -1.42685 -4.44325
H -0.79465 -2.82593 -3.51274
H -0.37158 -2.74350 -5.31432
Gd 0.49745 -0.91347 -0.18701
C -1.88613 -1.56607 2.69713
C -1.66205 -0.19589 2.94404
C -2.44472 0.55145 2.02372
H -1.14056 0.21833 3.80453
C -3.16123 -0.36165 1.19779
C -2.73042 -1.67421 1.55303
H -3.04312 -2.60202 1.08079
H -1.52842 -2.37258 3.32824
H -2.53592 1.62728 2.04716
H -4.02329 -0.12618 0.57654
C 1.07733 -2.79366 1.54676
C 0.24239 -3.46809 0.61378
C 0.84689 -3.36587 -0.68014
H -0.64816 -4.04698 0.89513
C 2.08899 -2.61332 -0.53811
C 2.22144 -2.27770 0.85873
H 3.07268 -1.77430 1.33040
H 0.97177 -2.81664 2.63469
H 0.54510 -3.93318 -1.56786
H 2.82183 -2.39621 -1.32715
O -0.80444 1.42681 -1.12593
C -2.05676 1.61447 -1.89380
C -2.09748 3.10302 -2.23964
H -2.90722 1.31531 -1.25832
H -2.05988 0.94059 -2.76736
C -1.37825 3.66704 -1.00110
H -3.05928 3.43786 -2.53233
H -1.37683 3.38508 -3.03977
C -0.13469 2.72164 -1.16304
H -1.86359 3.40614 -0.04249
H -1.25276 4.75269 -1.02300
H 0.55882 2.78993 -0.31630
H 0.37400 2.87705 -2.16725
O 0.84349 2.39126 1.61038
C 0.95213 1.35452 2.28480
O 1.03485 0.14665 1.77141
C 0.98753 1.48750 3.77945
C 1.56791 0.50805 4.59588
C 1.71191 0.72582 5.96217
C 1.21277 1.90583 6.52986
C 0.53764 2.82719 5.72444
C 0.44413 2.64258 4.34779
H 1.92374 -0.38624 4.08942
H 2.26103 -0.00291 6.55564
H 1.34828 2.09048 7.59441
H 0.13017 3.73132 6.15742
H -0.01010 3.39199 3.70042

=====

No. 2
Computed, not measured: 2 unconnected molecules or ions with the total composition C5H7N2 at a distorted geometry, with ωB97M-V/def2-TZVPD.

Total charge ... +1
LUMO ... -5.539 eV
Maximum force ... 3.9 eV/Å
Energy relative to the best compared isomer or geometry (same formula, charge and spin) ... 153.7 kcal/mol

Element x y z (Å)
C -2.97533 -0.65999 -0.48870
C -2.81055 0.52515 -0.36757
C 1.95742 -0.21720 -0.55981
C 0.14476 -0.00503 0.75339
C 0.77688 1.30569 0.65510
N 0.97884 -0.86852 0.00457
N 1.90344 1.08314 -0.11898
H -2.95186 -1.70886 -0.44028
H 2.92083 -0.51131 -0.91142
H 0.07869 -0.43449 1.70951
H -0.75588 0.19522 0.32234
H -2.52883 1.46336 -0.03393
H 0.62382 -1.79815 0.00253
H 2.63778 1.63100 -0.52677

=====

No. 3
Computed, not measured: a molecular structure, C50H70BF9N6OP2Pb at a distorted geometry, with ωB97M-V/def2-TZVPD.

Total charge ... -2
LUMO ... 4.192 eV
Maximum force ... 1.2 eV/Å
Energy relative to the best compared isomer or geometry (same formula, charge and spin) ... 0.0 kcal/mol

Element x y z (Å)
Pb -1.72200 -0.72514 0.40327
C 4.35443 0.94967 -0.68116
C 4.38455 -0.17956 0.56826
C 3.32778 -1.08498 1.46183
N 2.22439 -1.84791 0.85049
C 1.51039 -2.76706 1.40743
C 1.77043 -3.29980 2.73918
C 1.94239 -4.59879 3.07643
C 1.85694 -5.73987 2.23061
C 1.31181 -5.76941 0.97047
C 0.61161 -4.78230 0.25564
C 0.42626 -3.41096 0.52805
N -0.53641 -2.69897 -0.06418
C -1.28000 -3.32150 -1.14707
C -2.44791 -2.50607 -1.77294
C -2.31342 -1.11556 -2.49856
N -1.52177 -0.01719 -1.92150
C -1.35782 1.08928 -2.65944
C -2.00122 1.16943 -3.93192
C -2.30298 2.20353 -4.81869
C -2.14247 3.56809 -4.72480
C -1.45080 4.21364 -3.68476
C -0.71737 3.64662 -2.68735
C -0.40124 2.26997 -2.33156
N 0.73062 1.98567 -1.80406
C 1.88381 2.82122 -1.48901
C 3.42793 2.19320 -1.35591
H 5.30904 1.47611 -0.50758
H 4.54577 0.33449 -1.54584
H 4.97111 0.27019 1.37238
H 5.04029 -0.92241 0.11259
H 2.91325 -0.44038 2.23801
H 4.01175 -1.77372 1.98077
H 1.96063 -2.55027 3.49568
H 2.24218 -4.79233 4.10288
H 2.24341 -6.67257 2.62782
H 1.35521 -6.73288 0.46722
H 0.15134 -5.14043 -0.65761
H -1.74151 -4.26149 -0.80395
H -0.57272 -3.57977 -1.94876
H -3.23917 -2.44631 -1.02560
H -2.84282 -3.15519 -2.56360
H -3.35569 -0.77554 -2.62249
H -1.95167 -1.35333 -3.50015
H -2.37568 0.22254 -4.29380
H -2.81587 1.86555 -5.71653
H -2.55821 4.18857 -5.51100
H -1.44661 5.30051 -3.71144
H -0.15563 4.35585 -2.09062
H 1.68053 3.39175 -0.57871
H 2.06163 3.55582 -2.29096
H 3.93387 3.10383 -1.01660
H 3.72316 2.06858 -2.39967
C 3.66232 -3.59033 -1.11790
C 3.10459 -2.80219 -2.31596
C 2.54366 -3.91004 -3.23774
C 4.33328 -2.07150 -2.91794
P 1.49236 -1.66844 -2.09576
C 1.97614 -0.09899 -1.02627
N 1.46052 0.57576 0.30372
B 0.12721 0.42318 0.75448
N -0.16408 1.35953 1.81520
C -1.45294 1.60614 2.46451
P -2.72316 2.08219 1.15786
C -2.55814 3.98620 1.10070
C -3.33249 4.44851 -0.13740
C -1.06139 4.23779 0.88046
C -2.97741 4.80823 2.32903
C -4.48672 1.73609 1.84317
C -5.26972 2.90149 2.44441
C -4.45838 0.61361 2.87442
C -5.23440 1.24770 0.58961
C 0.98861 1.97683 2.15626
C 1.13158 2.87671 3.20546
C 2.34610 3.47247 3.45299
C 3.39315 3.11543 2.63889
C 3.24704 2.19997 1.59832
C 2.03155 1.55660 1.26537
C 1.59558 -1.03843 -4.09017
C 1.60960 0.47887 -4.24303
C 0.23782 -1.52197 -4.64959
C 2.67207 -1.49615 -5.10834
H 4.41277 -4.29015 -1.51262
H 2.89735 -4.16941 -0.61288
H 4.15983 -2.96560 -0.38845
H 3.35327 -4.40699 -3.78478
H 1.80449 -3.55570 -3.95206
H 2.05183 -4.66096 -2.61787
H 4.69048 -2.57001 -3.82236
H 5.16174 -2.07772 -2.20568
H 4.12019 -1.03926 -3.16489
H 1.96288 0.62156 -1.79707
H 2.94101 -0.47759 -0.89380
H -1.37273 2.37389 3.23168
H -1.79489 0.68051 2.93765
H -2.97779 3.92345 -1.02201
H -3.18565 5.52311 -0.29864
H -4.40458 4.25892 -0.03445
H -0.62944 3.47637 0.23271
H -0.51865 4.22223 1.82247
H -0.91341 5.22123 0.42231
H -4.02436 5.10108 2.28972
H -2.38097 5.72643 2.36169
H -2.80430 4.26381 3.26027
H -4.78878 3.28924 3.34134
H -6.26340 2.53928 2.73072
H -5.40575 3.71605 1.73213
H -3.99512 0.94304 3.80563
H -3.90113 -0.25448 2.53333
H -5.48354 0.29591 3.10017
H -5.28537 2.03684 -0.16675
H -6.25417 0.93583 0.84245
H -4.70856 0.39996 0.14719
H 0.28759 3.10172 3.84373
H 2.46523 4.19544 4.25078
H 4.37808 3.53899 2.80547
H 4.15518 2.05639 1.09134
H 0.91682 0.94788 -3.56544
H 1.31381 0.74967 -5.26564
H 2.60767 0.88946 -4.07513
H -0.13383 -2.41537 -4.14565
H 0.29909 -1.74274 -5.72105
H -0.49768 -0.72765 -4.52705
H 3.61560 -0.97232 -4.97674
H 2.30805 -1.21578 -6.10302
H 2.87207 -2.56375 -5.12600
F -3.40004 -0.28939 5.81593
C -3.15893 -1.60509 5.68248
F -4.33390 -2.17522 5.34413
F -2.86191 -2.07069 6.92398
C -2.03971 -1.86652 4.58519
O -2.21138 -1.13936 3.51919
C -0.65569 -1.57660 5.30842
F -0.12516 -2.63733 5.96360
F 0.25184 -1.15469 4.42782
F -0.76519 -0.58957 6.23390
C -2.12730 -3.40756 4.26695
F -2.27571 -4.20509 5.36194
F -3.18951 -3.65472 3.48124
F -1.04817 -3.83862 3.61654

=====

Which of these has the highest energy relative to the best compared isomer or geometry (same formula, charge and spin)?
C5H7N2

=====

What is the maximum force in the first record?
4.9 eV/Å

=====

What is the maximum force in the second record?
3.9 eV/Å